(1)
64
Properties=species:S:1:pos:R:3:forces:R:3 method="wB97M-V/def2-TZVPD" gap_ev="6.50 / 7.70" total_charge=0 spin_multiplicity=4 largest_force_ha_per_bohr=0.0581
V 0.125 0.918 0.549 1.8 -2.4 0.0
C -1.071 1.179 -1.206 -0.3 0.2 -0.6
C -1.083 -0.213 -0.905 -0.1 -0.1 -0.5
C 0.265 -0.691 -1.143 -0.2 0.0 -0.1
C 1.035 0.432 -1.510 0.0 0.2 -0.2
C 0.235 1.590 -1.547 -0.2 0.1 -0.6
C 0.609 2.930 -2.125 0.1 0.3 0.1
C 0.094 4.060 -1.228 0.0 0.1 0.0
C -0.049 3.029 -3.507 0.1 0.0 -0.2
C 2.127 3.059 -2.276 0.0 0.1 -0.1
C 0.893 -2.084 -1.178 0.0 -0.2 0.0
C 0.071 -3.067 -2.025 0.0 0.0 0.0
C 1.133 -2.665 0.220 -0.1 -0.2 0.1
C 2.275 -2.026 -1.847 0.1 0.1 0.0
C -2.424 -0.891 -0.650 -0.2 -0.1 0.0
C -2.375 -2.051 0.350 0.1 -0.1 0.0
C -3.438 0.110 -0.071 -0.2 0.0 -0.1
C -2.997 -1.357 -1.999 -0.1 -0.2 0.0
H -1.939 1.821 -1.235 0.1 0.0 0.1
H 2.078 0.422 -1.769 0.1 0.0 0.1
H -0.993 4.017 -1.117 0.1 0.0 0.0
H 0.367 5.037 -1.647 -0.1 -0.1 0.1
H 0.514 3.976 -0.223 0.0 0.0 0.0
H -1.138 2.966 -3.418 0.1 0.1 0.0
H 0.281 2.200 -4.144 0.0 0.1 0.1
H 0.213 3.972 -4.002 -0.1 -0.1 0.1
H 2.638 2.914 -1.320 0.0 0.0 0.0
H 2.387 4.057 -2.653 -0.1 -0.2 0.1
H 2.512 2.327 -2.993 0.0 0.1 0.1
H -0.889 -3.318 -1.584 0.0 0.0 0.0
H 0.631 -3.996 -2.152 0.0 0.0 0.0
H -0.131 -2.647 -3.011 0.1 0.0 0.0
H 0.194 -2.830 0.762 0.2 0.0 -0.1
H 1.769 -1.984 0.792 0.0 0.0 0.0
H 1.644 -3.631 0.136 0.0 0.1 0.1
H 2.214 -1.600 -2.852 0.0 -0.1 0.1
H 2.669 -3.042 -1.931 0.0 0.1 0.0
H 2.985 -1.430 -1.261 -0.1 -0.1 -0.1
H -2.026 -1.691 1.325 0.0 0.0 -0.1
H -1.731 -2.873 0.031 -0.1 0.2 0.1
H -3.381 -2.461 0.487 0.1 0.0 0.0
H -3.054 0.608 0.817 0.0 0.0 0.0
H -4.355 -0.420 0.208 0.1 0.0 -0.1
H -3.719 0.877 -0.799 0.0 -0.1 0.1
H -2.357 -2.087 -2.497 -0.1 0.1 0.1
H -3.099 -0.500 -2.667 0.0 0.0 0.0
H -3.990 -1.807 -1.866 0.1 0.1 0.0
C 1.081 -2.056 5.203 -0.1 0.0 0.1
C 1.582 -0.765 4.677 0.1 -0.1 0.1
N 2.485 -0.012 5.213 0.0 -0.2 0.2
N 2.675 1.008 4.323 -0.5 -0.2 -0.2
C 1.900 0.889 3.226 0.1 -0.2 -0.1
S 1.871 1.827 1.857 0.9 0.7 0.2
N 1.178 -0.255 3.464 0.3 0.4 0.1
N 0.194 -0.729 2.596 0.2 0.8 -0.1
H 1.607 -2.291 6.124 0.0 0.0 0.0
H 1.260 -2.855 4.481 0.0 0.0 0.0
H 0.010 -2.017 5.402 0.0 0.0 0.0
H 3.287 1.775 4.551 -0.1 -0.1 -0.1
H 0.284 -1.726 2.488 0.0 -0.1 -0.1
H -0.721 -0.449 2.939 -0.1 0.0 0.1
F -1.556 1.459 2.938 -0.4 -0.2 0.9
B -1.166 1.930 1.709 -0.9 0.7 0.8
F -1.693 3.129 1.493 -0.6 1.0 0.0

(2)
45
Properties=species:S:1:pos:R:3:forces:R:3 method="wB97M-V/def2-TZVPD" gap_ev=7.94 total_charge=0 largest_force_ha_per_bohr=0.3841
C -1.894 1.044 -1.919 4.2 -8.6 -7.7
C -1.988 0.506 -0.678 -0.1 -4.5 6.9
N -3.239 -0.054 -0.295 5.1 -0.1 2.6
N -3.079 -0.683 0.862 -0.3 0.1 -0.1
S -1.447 -0.627 1.490 -6.0 -4.1 4.7
C -0.883 0.176 0.355 -0.7 4.1 -6.9
C 0.546 0.508 0.404 -10.4 4.2 -3.4
C 1.495 -0.297 0.408 8.1 -4.4 2.0
C 2.628 0.456 0.124 -2.5 5.5 -0.9
N 2.315 1.741 -0.272 -2.5 -3.3 0.4
N 0.743 1.658 -0.223 9.1 -1.0 0.1
C 0.191 2.797 -0.651 7.6 1.5 -4.6
C -0.690 3.337 0.013 -14.8 3.5 9.8
C -1.592 4.518 -0.189 14.0 -3.3 -8.8
C -0.959 5.275 -1.345 -8.1 -0.2 7.9
C 0.208 4.879 -1.743 4.9 3.6 -7.4
C 0.962 3.799 -1.502 -4.9 -3.3 2.6
H 1.767 3.413 -1.959 2.9 -0.5 -1.7
H 0.478 5.639 -2.735 0.3 -2.2 2.9
H -1.527 6.212 -1.361 0.9 0.0 -1.6
H -2.379 4.741 0.228 -7.8 2.0 4.6
H -1.360 2.604 1.089 2.5 1.9 -3.2
C 3.949 0.118 0.397 6.0 -1.5 -1.4
H 4.156 -0.427 1.474 -0.5 1.1 -3.1
H 4.191 -0.612 -0.703 0.0 1.6 3.7
H 4.669 1.085 0.273 -1.7 -2.5 0.4
C 1.661 -1.565 1.161 -7.6 -1.6 -13.2
O 1.792 -1.780 2.216 5.2 -0.6 16.6
N 0.899 -2.631 0.576 -1.3 3.8 -7.5
C 0.453 -2.420 -0.856 -11.8 -14.5 6.3
H -0.740 -2.169 -1.033 2.9 -0.4 0.8
C 0.606 -3.881 -1.711 1.3 -0.1 18.1
O -0.280 -4.789 -0.972 1.0 0.0 -2.5
C -0.313 -4.626 0.388 -10.2 -3.0 -1.3
H -0.505 -5.629 0.854 0.5 0.9 -0.3
C 0.516 -3.860 1.079 10.9 0.2 -6.7
H 0.550 -3.752 1.953 -1.9 0.9 13.4
H 1.613 -4.427 1.195 -1.5 0.2 -0.8
H -1.411 -4.057 0.575 1.9 -1.3 -0.2
H 1.505 -4.249 -1.454 3.6 -0.9 -0.5
H 0.317 -3.667 -2.490 -5.0 2.7 -14.7
H 0.953 -1.833 -1.196 10.2 12.4 -7.5
H -2.130 1.942 -1.901 -2.2 8.6 -0.8
H -0.722 0.896 -2.332 -3.2 0.7 0.9
H -2.605 0.347 -2.733 2.0 2.3 2.3

(3)
118
Properties=species:S:1:pos:R:3:forces:R:3 method="wB97M-V/def2-TZVPD" gap_ev=8.22 smiles="CCCOC[C@]1(OC[C@H](C)CC(C)C)C(=O)N[C@H](F)[C@H]1CCC(F)(F)C(F)(F)C(F)(F)C(F)(F)C(F)(F)C(F)(F)F.COCCOCCOC.COCCOCCOC" total_charge=0 largest_force_ha_per_bohr=0.1617
C 1.943 -0.498 0.413 -0.8 -0.6 -1.0
C 2.346 -2.094 0.236 -0.2 0.9 -0.3
C 0.934 -2.890 -0.087 0.3 0.4 -1.9
O 0.896 -4.279 0.396 -1.1 0.9 -0.7
C -0.377 -4.947 0.087 -0.6 0.8 1.0
C -0.459 -5.660 -1.383 1.4 -1.6 0.8
O -0.630 -4.871 -2.604 -1.6 0.5 2.6
C -1.612 -3.790 -2.468 -1.9 1.6 -1.1
C -3.169 -4.268 -2.285 -0.9 -1.3 0.0
C -3.655 -5.341 -3.468 -0.7 0.2 0.0
C -4.274 -3.057 -2.272 0.7 0.8 -0.1
C -4.030 -1.902 -1.135 -0.6 0.6 0.5
C -3.455 -2.449 0.300 0.6 0.3 0.6
C -3.086 -0.645 -1.620 -0.7 0.6 0.8
C -1.474 -6.963 -1.116 -3.1 -1.3 0.8
O -2.437 -7.126 -0.206 6.1 0.8 -5.6
N -1.083 -7.958 -2.226 0.8 1.0 1.6
C 0.222 -7.548 -2.931 1.6 1.3 1.6
F 1.245 -8.610 -3.085 -2.5 1.3 0.3
C 0.883 -6.576 -1.783 -1.3 0.2 0.7
C 2.297 -5.803 -2.086 -0.7 -0.3 -0.7
C 3.471 -6.607 -1.281 0.7 -1.0 -0.5
C 4.821 -5.745 -0.942 0.4 1.3 -1.5
F 6.073 -6.319 -1.563 -3.8 1.7 2.2
F 4.715 -4.366 -1.554 0.4 -3.9 1.8
C 5.025 -5.443 0.692 0.8 2.2 -2.0
F 3.720 -4.917 1.153 4.3 -1.7 -0.9
F 6.102 -4.383 0.725 -3.7 -3.0 0.5
C 5.614 -6.714 1.529 2.1 -1.9 -1.4
F 7.113 -6.525 1.579 -5.2 -0.8 0.4
F 5.446 -8.003 0.755 0.2 4.3 2.3
C 4.934 -7.002 2.986 -0.1 -4.0 0.6
F 3.458 -7.296 2.848 5.0 1.6 0.4
F 5.510 -8.330 3.431 -1.7 4.3 -1.4
C 5.294 -5.959 4.185 0.8 -0.5 3.3
F 4.909 -6.663 5.467 1.1 2.3 -4.3
F 6.734 -5.638 4.343 -4.8 -1.2 -1.1
C 4.478 -4.545 4.202 -1.1 3.9 2.0
F 5.084 -3.477 3.321 -2.3 -4.2 2.8
F 3.017 -4.640 3.992 5.5 0.2 0.4
F 4.645 -3.995 5.601 -0.6 -1.9 -4.8
H 1.231 -0.373 1.336 1.6 0.0 -1.6
H 1.287 -0.234 -0.549 1.4 -0.4 2.0
H 2.862 0.226 0.398 -1.8 -1.5 0.3
H 2.917 -2.486 1.179 -1.3 0.6 -1.8
H 3.070 -2.129 -0.712 -1.6 -0.3 2.2
H 0.874 -2.954 -1.278 0.0 0.3 2.3
H -0.028 -2.255 0.222 2.1 -1.4 -0.1
H -0.544 -5.752 0.953 0.5 1.6 -2.2
H -1.230 -4.133 0.275 1.6 -2.0 -0.7
H -1.575 -3.181 -3.495 0.1 -1.4 2.2
H -1.387 -3.004 -1.631 0.0 -1.8 -1.4
H -3.305 -4.859 -1.267 0.5 1.3 -2.0
H -2.860 -5.459 -4.324 -1.5 0.1 1.8
H -3.974 -6.390 -3.003 1.0 2.2 -1.1
H -4.647 -4.911 -3.958 2.1 -0.9 0.9
H -4.267 -2.498 -3.324 0.0 -1.3 2.1
H -5.352 -3.495 -2.124 2.2 0.6 -0.3
H -5.102 -1.432 -0.903 2.3 -1.0 -0.6
H -3.926 -1.905 1.248 0.9 -1.0 -2.2
H -3.589 -3.596 0.488 0.2 2.1 -0.5
H -2.292 -2.197 0.354 -2.4 -0.7 -0.1
H -1.945 -0.899 -1.547 -2.1 0.4 -0.5
H -3.409 -0.203 -2.670 0.9 -1.1 2.1
H -3.274 0.236 -0.842 0.5 -1.8 -1.7
H -1.101 -8.968 -1.959 -0.2 1.2 -0.4
H 0.134 -7.032 -3.990 -0.2 -1.4 2.3
H 0.971 -7.289 -0.858 0.2 1.2 -1.7
H 2.193 -4.666 -1.832 0.4 -2.4 -0.2
H 2.496 -5.884 -3.255 -0.3 0.2 2.6
H 3.816 -7.505 -1.986 -0.6 2.0 1.6
H 3.075 -7.134 -0.286 0.9 1.5 -2.1
C -3.324 6.509 -0.636 0.3 0.0 -0.1
O -2.231 5.696 -1.031 -0.5 -0.2 0.1
C -2.097 4.512 -0.250 0.3 0.0 -0.6
C -1.731 3.311 -1.131 -0.2 -0.1 0.2
O -2.786 2.853 -1.987 0.2 0.4 -0.1
C -3.165 3.720 -3.064 0.1 -0.2 -0.2
C -2.096 3.897 -4.149 -0.1 0.3 0.5
O -1.024 4.710 -3.676 0.1 -0.6 0.0
C 0.250 4.262 -4.105 -0.1 0.4 0.2
H -3.070 7.056 0.277 -0.2 0.0 0.1
H -3.524 7.225 -1.437 0.2 -0.1 0.1
H -4.229 5.913 -0.482 0.0 0.0 0.1
H -3.020 4.289 0.297 0.0 0.0 -0.1
H -1.295 4.689 0.474 0.0 -0.2 0.2
H -1.510 2.469 -0.465 -0.2 0.0 0.0
H -0.818 3.487 -1.699 -0.1 0.3 0.0
H -3.518 4.678 -2.685 0.3 0.1 0.0
H -4.034 3.241 -3.529 0.2 -0.1 0.0
H -2.533 4.405 -5.013 -0.2 -0.1 -0.1
H -1.738 2.907 -4.465 0.0 0.1 0.1
H 0.360 3.180 -3.981 0.0 -0.1 -0.1
H 1.008 4.745 -3.480 -0.2 0.0 -0.1
H 0.416 4.544 -5.148 0.1 -0.2 -0.1
C 0.412 7.714 1.411 -0.3 0.2 0.0
O -0.422 8.331 2.379 0.5 -0.1 0.0
C -0.292 7.765 3.679 -0.3 0.6 0.0
C -0.302 8.856 4.757 0.2 -0.2 0.1
O 0.873 9.676 4.792 -0.3 0.0 -0.4
C 1.074 10.562 3.682 0.0 0.2 0.2
C 0.048 11.697 3.576 0.0 -0.6 -0.2
O -1.215 11.198 3.140 0.0 0.1 0.6
C -2.314 11.807 3.796 0.0 -0.2 -0.4
H -0.014 6.752 1.112 0.2 -0.1 -0.1
H 0.464 8.370 0.538 -0.1 -0.1 0.1
H 1.429 7.577 1.792 0.0 -0.1 0.0
H 0.630 7.180 3.770 0.0 0.1 0.0
H -1.147 7.098 3.831 0.0 -0.1 0.3
H -0.337 8.356 5.732 0.2 0.0 -0.1
H -1.202 9.469 4.707 0.0 0.0 -0.3
H 1.157 10.004 2.750 -0.3 0.1 -0.1
H 2.057 11.017 3.849 -0.2 0.0 0.2
H 0.385 12.426 2.833 0.2 0.1 0.1
H -0.035 12.198 4.551 0.0 -0.1 -0.1
H -2.155 11.868 4.876 0.1 0.1 0.0
H -3.198 11.183 3.626 0.2 0.1 -0.1
H -2.494 12.802 3.380 -0.1 0.1 0.2